[1]
DFT (ωB97M-V with the def2-TZVPD basis set) results for a structure of composition C20H55Li2O11 at a distorted geometry.

```
88
Properties=species:S:1:pos:R:3:forces:R:3:mulliken_charge:R:1
Li -23.8786 -27.3519 -7.2467 0.4 0.2 -0.1 0.709
Li -22.1988 -28.8154 -8.7365 0.1 0.6 0.0 0.085
C -19.8784 -25.8432 -8.3650 0.8 0.0 -1.4 -0.534
C -21.2806 -25.8117 -7.8514 -0.5 -0.3 1.0 0.234
O -22.0675 -26.9523 -8.0456 -0.3 -0.7 -0.7 -1.125
H -19.7708 -25.5429 -9.4073 -0.6 -0.8 -0.7 0.015
H -19.4789 -26.8453 -8.2092 0.4 0.2 0.0 -0.147
H -19.2222 -25.0408 -8.0279 0.0 -0.2 1.2 0.158
H -21.7275 -24.8895 -8.2229 -0.5 0.2 -0.1 -0.101
H -21.1667 -25.7108 -6.7721 -0.1 0.5 0.6 0.223
C -16.9522 -27.6362 -10.1518 0.0 1.6 1.3 -1.076
C -16.5695 -28.9808 -10.6478 0.0 -0.6 -0.9 0.580
C -16.2207 -28.8610 -12.1358 -0.4 -0.3 -0.7 -1.328
O -15.5037 -29.5763 -9.9250 0.0 0.2 0.2 -0.553
H -17.2514 -27.5400 -9.1080 0.0 -0.7 0.3 0.137
H -17.7588 -27.1162 -10.6686 0.1 -0.3 -0.5 0.336
H -16.0712 -26.9958 -10.1946 0.2 0.3 -0.3 0.359
H -17.3788 -29.6990 -10.5165 -0.2 0.1 -0.2 0.180
H -16.8544 -28.1290 -12.6364 -0.4 -0.2 0.0 0.338
H -16.3431 -29.8237 -12.6321 0.0 0.0 -0.1 0.329
H -15.2298 -28.4986 -12.4093 0.4 -0.1 0.7 0.356
H -14.7825 -28.9450 -9.9800 0.4 0.0 0.1 0.350
C -17.1387 -27.3029 -5.7754 -0.5 1.2 -1.0 -0.569
C -17.4562 -26.1707 -4.7794 1.8 -0.6 0.6 0.347
C -17.5572 -24.7009 -5.2680 -0.4 -0.9 0.7 -0.949
O -18.5782 -26.5768 -4.0693 -2.0 0.3 0.2 -0.518
H -17.9429 -27.3425 -6.5100 -0.3 0.3 -0.2 -0.319
H -17.1934 -28.3193 -5.3853 0.7 0.3 0.6 0.394
H -16.2638 -27.0452 -6.3723 0.4 -0.5 0.2 0.360
H -16.7408 -26.1856 -3.9571 0.8 0.1 -0.4 0.300
H -16.6132 -24.1569 -5.2364 0.1 -0.3 -0.7 0.417
H -18.1263 -24.1898 -4.4915 -0.3 0.0 0.0 0.411
H -18.1136 -24.6537 -6.2041 0.3 0.3 -0.1 -0.003
H -19.3068 -26.2217 -4.5837 -0.7 -0.2 0.2 0.213
C -19.1715 -21.6102 -12.9360 -1.0 1.2 0.0 -1.161
C -18.5678 -21.4323 -11.5589 -1.9 -0.3 0.1 0.305
C -19.2894 -22.2194 -10.4550 0.0 0.7 0.3 -0.950
O -17.2355 -21.6398 -11.5765 3.0 -0.4 0.1 -0.533
H -19.0613 -20.6522 -13.4440 0.1 0.0 -0.3 0.373
H -20.2374 -21.6904 -12.7227 -0.2 -0.5 -0.7 0.174
H -18.7877 -22.3518 -13.6367 -0.1 -0.5 0.5 0.404
H -18.7647 -20.3810 -11.3493 0.1 0.2 0.4 0.227
H -18.8714 -22.0369 -9.4650 0.4 0.2 -0.1 0.401
H -19.3411 -23.3041 -10.5490 -0.1 0.1 -0.5 0.108
H -20.2732 -21.7528 -10.4037 -0.3 -0.5 0.0 0.298
H -17.0120 -22.1371 -12.3667 0.2 0.0 0.1 0.341
C -22.5232 -23.4673 -10.8438 -0.2 2.2 2.6 -0.609
C -23.2197 -24.7578 -11.0714 0.0 0.6 -2.6 1.100
C -24.4006 -24.4819 -12.1072 0.9 -0.8 1.7 -1.580
O -22.1474 -25.5372 -11.6713 -1.2 -0.8 0.1 -0.647
H -22.6230 -22.7139 -11.6251 0.5 -0.5 -0.5 0.487
H -21.5307 -23.5248 -10.3968 0.3 -0.6 -1.0 -0.387
H -22.9122 -22.8886 -10.0060 -1.1 0.1 0.4 0.321
H -23.6234 -25.2994 -10.2160 0.2 0.3 0.3 -0.068
H -25.0220 -23.6864 -11.6958 0.1 0.2 0.0 0.341
H -25.0338 -25.3690 -12.1212 0.1 0.0 -0.7 0.410
H -23.9924 -24.1648 -13.0668 -0.1 -0.3 0.0 0.379
H -21.9091 -26.1147 -10.9425 0.4 -0.4 -0.1 0.285
C -20.4412 -30.4136 -7.5700 -1.1 1.4 1.4 0.114
C -21.0001 -31.1215 -6.3352 -0.5 -0.4 -0.7 -0.314
O -22.3385 -30.6716 -6.0014 1.7 -0.2 0.7 -0.342
O -21.2675 -30.6246 -8.7082 0.4 -0.1 -0.2 -0.472
H -19.3849 -30.4466 -7.8368 0.0 -0.6 0.4 0.448
H -20.6475 -29.3956 -7.2397 0.4 0.7 -0.4 -0.311
H -20.3230 -30.8726 -5.5181 -0.2 -0.2 0.3 0.340
H -21.0516 -32.1962 -6.5099 0.2 -0.2 0.2 0.276
H -22.8412 -30.4276 -6.7820 -0.3 0.0 -0.7 0.151
H -20.7980 -31.3228 -9.1704 -0.5 -0.2 -0.7 0.255
C -25.0113 -23.4565 -7.2817 -1.2 -0.1 -1.2 -0.078
C -25.3645 -24.8502 -6.8309 1.1 -0.7 0.5 0.217
O -25.3167 -25.8719 -7.8538 0.3 0.8 0.3 -0.457
O -26.1197 -22.9253 -8.0362 0.3 0.5 0.5 -0.522
H -24.0935 -23.4596 -7.8697 0.1 -0.2 -0.2 -0.157
H -24.8160 -22.7707 -6.4573 -0.4 -0.2 0.2 0.393
H -26.3326 -24.9469 -6.3394 0.1 0.5 0.2 0.318
H -24.5456 -25.1215 -6.1647 -0.2 -0.3 0.5 -0.220
H -25.9120 -25.5873 -8.5511 -0.1 -0.4 -0.3 0.161
H -26.2554 -23.3728 -8.8746 0.4 -0.1 -0.1 0.317
C -22.6533 -26.3323 -3.4837 -0.2 0.5 0.4 -0.456
C -22.4306 -27.5640 -4.3234 0.4 0.6 0.3 0.124
O -23.6133 -27.9147 -5.0471 0.4 0.2 0.0 -0.090
O -23.5367 -26.7334 -2.3954 0.3 0.8 -1.0 -0.519
H -23.0286 -25.4843 -4.0567 -0.8 -0.2 -0.3 0.160
H -21.7594 -25.8599 -3.0766 0.5 -0.7 0.2 0.298
H -22.1166 -28.2807 -3.5646 -0.2 -0.7 -0.4 0.433
H -21.6186 -27.4466 -5.0410 -0.1 0.0 -0.1 -0.142
H -24.1887 -28.3816 -4.4368 -0.2 -0.1 0.0 0.111
H -24.1914 -26.0318 -2.3710 -0.3 -0.2 0.4 0.331
```
Forces are in eV/Å.

Output
HOMO (spin up / spin down): -3.33 / -8.82 eV
Kohn-Sham gap (spin up / spin down): 3.44 / 8.92 eV
Maximum force: 3.40 eV/A
Multiplicity: 2
E: -44560.1762 eV

[2]
DFT (ωB97M-V with the def2-TZVPD basis set) results for a cluster of 5 separate species, C20H55N5O4PS in total at a distorted geometry.

```
86
Properties=species:S:1:pos:R:3:forces:R:3:mulliken_charge:R:1
C -1.6360 -3.8756 -4.8792 -0.7 0.3 0.5 -0.972
C -1.5044 -2.2941 -4.4153 -0.1 0.4 0.1 0.369
C -2.3331 -1.2580 -5.3831 -0.5 -0.4 -0.2 -0.816
C -3.8679 -0.9662 -4.8132 0.4 0.3 -1.3 0.094
N -4.8168 -1.8412 -5.5995 -0.3 -2.5 2.6 -0.713
P -5.3748 -3.2565 -4.6724 0.7 3.4 -2.6 0.219
S -6.3964 -2.8496 -3.0682 -0.4 0.0 1.3 -0.573
H -0.6072 -4.3960 -5.1008 -2.0 1.1 0.4 0.257
H -2.1502 -4.4381 -3.9615 1.1 0.9 -2.2 0.153
H -2.3547 -3.9190 -5.8267 1.6 -0.1 2.1 0.265
H -0.3808 -1.9654 -4.3767 -2.0 -0.7 0.0 0.334
H -1.9636 -2.1771 -3.3289 1.2 -0.3 -2.2 -0.269
H -2.4931 -1.7726 -6.4475 0.3 1.2 2.3 0.343
H -1.7895 -0.2386 -5.5912 -0.7 -1.9 0.7 0.295
H -4.0781 0.1769 -5.0872 0.2 -2.2 0.6 0.213
H -3.9599 -1.0461 -3.6497 0.4 0.0 -1.8 -0.174
H -6.2882 -3.9891 -5.5599 1.2 0.5 0.3 0.036
H -4.3474 -4.1964 -4.3043 -0.4 0.1 -0.4 -0.013
C -2.7784 -1.6653 2.2262 -0.1 0.0 0.3 -1.176
C -2.1652 -2.7144 1.2996 -0.2 0.3 -0.4 0.226
C -1.0116 -2.1777 0.4212 -0.2 -0.1 -0.3 -0.312
O -1.4309 -1.3570 -0.6727 0.4 -0.3 0.5 -0.196
C -1.7702 -0.0270 -0.3123 -0.3 -0.1 -0.2 -0.313
N -3.2330 -3.3084 0.4807 0.4 0.1 -0.2 -0.694
H -3.4668 -0.9889 1.7128 0.1 -0.1 0.0 0.129
H -3.3574 -2.1560 3.0192 0.1 0.0 -0.2 0.376
H -2.0008 -1.0632 2.7081 0.0 0.0 -0.1 0.277
H -1.7478 -3.5016 1.9394 0.1 0.0 -0.1 0.453
H -0.5033 -3.0374 -0.0322 -0.1 0.1 -0.1 0.317
H -0.2567 -1.6582 1.0235 -0.1 0.2 0.1 -0.008
H -1.1330 0.3600 0.4881 0.0 -0.1 0.0 0.177
H -2.8220 0.0267 -0.0285 0.1 0.2 0.2 -0.123
H -1.6407 0.6059 -1.1927 0.0 -0.1 -0.1 0.255
H -2.8396 -4.0844 -0.0535 -0.2 0.1 0.1 0.294
H -3.4821 -2.6221 -0.2382 -0.1 -0.2 0.2 0.253
C 4.3133 1.6432 1.0808 0.4 0.0 0.1 -1.287
C 3.2295 1.4391 2.1386 -0.2 0.2 -0.4 0.536
C 2.0620 0.5381 1.6745 -0.2 0.2 0.1 -0.850
O 1.1531 1.1656 0.7656 0.5 -0.4 0.3 -0.251
C 1.6204 1.2427 -0.5722 -0.3 0.2 -0.1 -0.759
N 2.7481 2.7548 2.5867 -0.3 -0.2 0.0 -0.789
H 4.0356 2.3744 0.3172 -0.1 -0.1 0.1 0.258
H 5.2321 2.0172 1.5506 -0.2 -0.1 -0.1 0.193
H 4.5575 0.7001 0.5805 0.0 0.1 0.0 0.263
H 3.7054 0.9409 2.9922 -0.2 0.0 0.0 0.367
H 1.4647 0.2769 2.5566 0.0 0.1 -0.1 0.362
H 2.4265 -0.4094 1.2599 0.1 0.0 -0.2 0.450
H 2.2063 0.3642 -0.8570 0.0 0.0 0.1 0.319
H 2.2001 2.1558 -0.7136 0.2 -0.1 -0.1 0.276
H 0.7519 1.3065 -1.2311 0.0 -0.1 0.1 0.271
H 2.1086 2.6174 3.3705 0.2 0.1 -0.1 0.299
H 2.1457 3.1263 1.8458 0.3 -0.1 0.2 0.358
C 9.0579 -1.0398 3.9725 0.1 -0.2 0.3 -1.393
C 8.9060 0.4596 3.7196 0.0 -0.2 -0.4 0.238
C 7.5972 0.8434 2.9915 0.2 0.2 -0.1 -0.564
O 7.5834 0.5367 1.5945 -0.1 -0.1 0.6 -0.386
C 7.3443 -0.8299 1.2959 0.1 0.2 -0.3 -0.727
N 10.0886 0.9413 2.9895 -0.3 0.2 -0.2 -0.746
H 9.3735 -1.5950 3.0853 -0.1 0.2 0.0 0.298
H 9.8233 -1.2165 4.7392 -0.1 0.1 -0.2 0.346
H 8.1202 -1.4748 4.3343 0.1 0.0 -0.1 0.334
H 8.8879 0.9494 4.7010 -0.1 0.1 -0.1 0.422
H 7.4806 1.9321 3.0562 0.1 -0.1 -0.1 0.368
H 6.7201 0.4113 3.4880 0.0 -0.2 0.0 0.348
H 6.6383 -1.2885 1.9941 0.1 0.0 0.1 0.308
H 8.2862 -1.3799 1.2823 -0.1 -0.2 0.1 0.277
H 6.9222 -0.8880 0.2905 0.0 0.1 0.1 0.279
H 10.0372 1.9587 2.9223 0.1 -0.2 0.1 0.282
H 9.9935 0.6300 2.0179 0.1 0.0 0.3 0.331
C -6.6291 4.1312 -0.3270 -0.2 0.3 -0.1 -1.386
C -5.8482 3.8864 0.9635 -0.1 -0.4 -0.2 0.347
C -4.5644 3.0468 0.7699 -0.1 -0.3 0.2 -0.707
O -4.7942 1.6503 0.5630 0.3 0.8 0.1 -0.310
C -5.2090 1.3121 -0.7513 -0.1 -0.4 0.0 -0.714
N -6.7465 3.2745 1.9545 0.3 -0.2 0.1 -0.775
H -7.2245 3.2691 -0.6386 0.2 0.0 0.1 0.287
H -7.3328 4.9623 -0.1891 0.1 -0.2 0.0 0.338
H -5.9569 4.3995 -1.1489 -0.1 -0.1 0.1 0.339
H -5.5403 4.8687 1.3424 0.1 -0.1 0.1 0.407
H -3.9728 3.1158 1.6909 -0.1 -0.1 0.0 0.334
H -3.9348 3.4548 -0.0298 -0.1 0.0 -0.2 0.393
H -4.7286 1.9362 -1.5102 0.0 0.1 0.0 0.321
H -6.2951 1.3772 -0.8289 0.0 0.1 -0.2 0.201
H -4.9341 0.2715 -0.9359 0.0 0.1 0.0 0.274
H -6.2548 3.2171 2.8474 -0.1 0.1 -0.1 0.271
H -6.8733 2.2941 1.6852 0.0 0.3 0.0 0.367
```
Forces are in eV/Å.

Output
HOMO: -3.24 eV
Net charge: -1
Kohn-Sham gap: 5.08 eV
Maximum force: 4.33 eV/A
Multiplicity: 1
E: -57393.0387 eV